No. 1
The following is a quantum chemistry calculation of a structure of composition C14H21F5O11SV, from OMol25.

Output
Electronic energy (Eh): -3215.25323
Gap between HOMO and LUMO (alpha / beta) (Eh): 0.302 / 0.215
Total charge: -1
2S+1: 3
Maximum force (eV/Å): 9.3

Structure (XYZ):
```
53
Properties=species:S:1:pos:R:3:forces:R:3
O -1.010 0.961 -0.641 4.7 0.8 -3.5
V -2.257 0.610 0.057 -7.7 1.1 5.1
F -3.241 2.542 -0.307 1.4 -2.3 -0.3
F -3.973 0.433 1.322 1.6 0.0 -1.3
C -2.447 -1.413 -2.836 -0.5 0.1 1.7
O -3.025 -0.815 -1.679 0.8 -0.6 -1.1
H -3.159 -2.099 -3.295 -0.3 0.7 -0.6
H -1.851 -0.719 -3.430 -0.5 0.2 -0.2
H -1.698 -2.137 -2.514 0.4 0.0 0.8
C -1.716 -3.873 1.256 -1.9 0.4 0.4
F -1.568 -3.779 -0.061 -0.4 0.7 -0.7
F -2.721 -4.768 1.479 0.7 0.3 -0.1
F -0.595 -4.378 1.680 1.2 -0.5 1.1
S -2.226 -2.260 2.211 0.8 2.4 1.6
O -3.614 -2.308 2.505 -0.9 -0.9 -1.2
O -1.472 -2.281 3.473 0.7 -0.5 -1.7
O -1.791 -1.117 1.337 0.2 -1.7 -0.3
O 1.501 2.296 -5.512 0.6 0.1 -0.3
C 0.624 2.792 -4.871 -0.8 -0.6 -0.5
O -0.539 3.157 -5.422 0.1 -0.2 -2.3
C -1.380 3.827 -4.532 -0.9 0.2 0.6
C -0.946 3.348 -3.159 0.3 0.4 1.2
C 0.474 2.933 -3.417 1.3 -0.4 0.4
H -2.410 3.558 -4.768 0.0 0.1 0.0
H -1.235 4.893 -4.712 -0.2 0.2 0.3
H -1.504 2.527 -2.710 -0.3 0.1 -0.4
H -0.916 4.115 -2.386 -0.5 0.1 -0.2
H 0.737 1.926 -3.095 0.2 0.3 0.8
H 1.208 3.683 -3.121 0.1 -0.3 0.5
O 1.288 -0.382 -0.407 3.6 -2.0 0.1
C 2.313 -1.083 -0.351 -2.9 3.5 -1.2
O 3.582 -0.568 -0.491 -0.6 -0.2 0.0
C 4.533 -1.589 -0.216 1.0 -0.4 -0.5
C 3.758 -2.809 0.269 1.3 -0.4 1.4
C 2.371 -2.529 -0.153 -1.2 -1.1 0.5
H 5.334 -1.153 0.380 -0.4 -0.2 0.7
H 5.103 -1.949 -1.072 -0.4 0.6 -0.9
H 3.807 -2.892 1.354 0.1 -0.1 0.1
H 4.158 -3.731 -0.152 0.0 0.1 0.1
H 1.629 -2.727 0.620 -0.1 -0.4 -0.1
H 2.113 -3.114 -1.036 -0.3 0.4 -0.2
O -0.997 1.608 1.744 -0.6 0.7 -0.5
C -0.398 1.535 2.776 -1.9 -2.3 1.2
O 0.850 1.823 2.877 3.5 0.7 0.9
C 1.453 1.399 4.193 -0.6 0.0 -2.0
C 0.440 0.490 4.815 -0.9 0.4 0.1
C -0.911 0.933 4.094 1.4 -0.3 0.8
H 1.621 2.307 4.771 0.2 -0.1 -0.2
H 2.357 0.826 3.987 0.2 0.6 -0.3
H 0.625 0.697 5.869 -1.2 -0.1 0.4
H 0.656 -0.573 4.712 -0.1 0.1 -0.5
H -1.369 1.744 4.660 -0.4 -0.2 0.0
H -1.568 0.084 3.907 -0.1 0.3 0.1
```
Forces are in eV/Å.

***

No. 2
The following is a quantum chemistry calculation of a cluster of 2 separate species, C4H10NO3 in total, from OMol25.

Output
Electronic energy (Eh): -438.65265
Gap between HOMO and LUMO (Eh): 0.138
Total charge: -1
2S+1: 1
Maximum force (eV/Å): 2.6

Structure (XYZ):
```
18
Properties=species:S:1:pos:R:3:forces:R:3
O 1.585 -1.404 -0.060 -0.3 0.6 0.8
C 1.388 -0.116 0.185 1.5 -1.0 -2.0
N 1.806 0.713 -0.895 0.2 -0.6 -0.3
C -0.045 0.237 0.579 1.1 0.5 1.5
C -0.989 -0.460 -0.363 0.1 1.3 -0.7
C -1.822 -1.567 0.229 -1.5 -0.3 -1.2
O -2.814 -1.204 1.023 0.9 -0.2 0.4
H 2.166 0.230 0.931 -0.6 -0.1 0.8
H 1.389 1.643 -1.074 -0.4 0.8 0.5
H -0.182 -0.057 1.621 -0.5 -0.1 0.0
H 0.052 1.344 0.590 -0.6 -0.1 -0.5
H -0.434 -0.846 -1.229 0.0 -0.1 0.2
H -1.652 0.336 -0.702 -0.4 -0.1 -0.1
H -1.016 -2.238 0.620 0.4 -0.3 0.6
H -2.182 -2.191 -0.642 0.1 0.0 0.2
H 0.268 3.704 -0.992 0.1 -0.2 0.3
H 2.712 0.474 -1.273 -0.2 0.0 -0.1
O 0.674 3.080 -0.371 0.1 -0.3 -0.5
```
Forces are in eV/Å.

***

No. 3
The following is a quantum chemistry calculation of a cluster of 3 separate species, C7H15N3 in total, from OMol25.

Output
Electronic energy (Eh): -439.73602
Gap between HOMO and LUMO (alpha / beta) (Eh): 0.241 / 0.322
2S+1: 1
Maximum force (eV/Å): 1.8

Structure (XYZ):
```
25
Properties=species:S:1:pos:R:3:forces:R:3
C 1.412 -0.833 -1.816 0.4 -0.2 -0.4
C -0.615 1.301 3.520 0.3 -0.1 0.0
C 0.578 -2.023 -2.095 0.0 -0.2 -0.2
C 1.555 0.252 -2.813 0.1 0.0 -0.2
N 0.579 0.023 0.609 -0.7 0.7 -0.5
C -0.342 0.285 -0.181 0.8 -0.2 0.9
C -1.399 1.115 2.256 -1.4 0.8 0.8
N 0.667 -1.218 1.218 -0.1 -0.3 0.0
C -1.312 0.729 -0.926 -0.2 0.0 -0.1
N -2.518 1.536 1.937 0.5 -0.2 0.2
H 2.197 -0.941 -1.081 0.0 0.0 0.0
H 1.245 -1.124 2.041 -0.1 0.0 0.0
H -0.245 -1.597 1.457 0.0 0.0 0.0
H -3.038 2.100 2.639 0.3 -0.2 -0.3
H -0.380 0.333 3.967 0.0 0.1 0.0
H -1.164 1.908 4.260 0.0 -0.1 -0.3
H 0.334 1.789 3.289 0.0 0.0 0.0
H 1.074 -2.696 -2.817 -0.1 0.0 0.1
H -0.386 -1.755 -2.540 0.0 0.0 0.0
H 0.403 -2.607 -1.189 0.0 0.0 0.0
H 0.607 0.489 -3.304 0.0 0.0 0.0
H 2.250 -0.044 -3.620 -0.1 0.1 0.1
H 1.957 1.165 -2.370 0.0 0.0 0.0
H -1.316 0.581 -1.997 0.0 0.0 0.0
H -2.143 1.232 -0.442 0.1 -0.1 -0.1
```
Forces are in eV/Å.

***

No. 4
The following is a quantum chemistry calculation of a structure of composition C30H21N9NiS, from OMol25.

Output
Electronic energy (Eh): -3554.71771
Gap between HOMO and LUMO (alpha / beta) (Eh): 0.249 / 0.236
Total charge: +2
2S+1: 3
Maximum force (eV/Å): 0.1

Structure (XYZ):
```
62
Properties=species:S:1:pos:R:3:forces:R:3
Ni -0.599 1.081 0.047 -0.1 0.0 -0.1
C -0.640 0.533 -4.328 0.0 0.0 0.0
C -1.047 0.854 -3.038 0.0 0.0 0.0
N -0.194 0.815 -2.023 0.0 0.0 0.0
C 1.073 0.445 -2.274 0.0 0.0 -0.1
C 1.457 0.123 -3.569 0.0 0.0 0.0
N 0.607 0.170 -4.587 0.0 0.0 0.0
C 1.971 0.394 -1.095 0.0 0.0 0.0
C 3.329 0.142 -1.130 0.0 0.1 0.0
C 4.060 0.145 0.063 -0.1 0.0 0.0
C 3.375 0.415 1.252 0.0 -0.1 0.0
C 2.016 0.657 1.213 0.0 0.0 0.0
N 1.346 0.634 0.059 0.0 0.0 0.0
C 1.158 0.960 2.386 0.0 0.0 0.1
C 1.591 0.930 3.705 0.0 0.0 0.0
N 0.776 1.189 4.719 0.0 0.0 0.0
C -0.485 1.478 4.433 0.0 0.0 0.0
C -0.940 1.512 3.120 0.0 0.0 0.0
N -0.121 1.262 2.107 0.0 0.0 0.0
C 5.514 -0.119 0.064 0.1 0.0 0.0
C 6.092 -0.956 -0.885 0.0 -0.1 0.0
C 7.461 -1.178 -0.839 -0.1 0.0 0.0
N 8.258 -0.622 0.065 0.1 0.0 0.0
C 7.709 0.182 0.968 -0.1 0.0 0.0
C 6.350 0.459 1.013 0.1 0.1 0.0
H -1.335 0.570 -5.157 0.0 0.0 0.0
H -2.067 1.148 -2.824 0.0 0.0 0.0
H 2.469 -0.185 -3.799 0.0 0.0 0.0
H 3.832 -0.017 -2.071 0.0 0.0 0.0
H 3.904 0.411 2.192 0.0 0.0 0.0
H 2.614 0.684 3.959 0.0 0.0 0.0
H -1.152 1.686 5.260 0.0 0.0 0.0
H -1.971 1.747 2.886 0.0 0.0 0.0
H 5.504 -1.474 -1.631 -0.1 0.0 0.0
H 7.932 -1.836 -1.559 0.0 0.0 0.0
H 8.382 0.630 1.688 0.0 0.0 0.0
H 5.985 1.152 1.759 -0.1 0.0 0.0
N -4.124 -1.040 0.535 -0.1 0.1 0.0
C -3.963 -2.420 0.216 0.0 -0.1 0.0
C -5.057 -3.182 -0.153 0.0 0.0 0.0
C -4.875 -4.517 -0.485 0.0 0.0 0.0
C -3.605 -5.072 -0.489 0.0 0.0 0.0
C -2.505 -4.295 -0.151 0.0 0.0 0.0
C -2.693 -2.976 0.228 -0.1 0.0 0.0
S -1.358 -1.980 0.814 0.1 -0.1 0.0
N -1.891 -0.445 0.286 0.1 0.0 0.0
C -3.145 -0.143 0.307 0.1 0.0 0.0
C -3.473 1.294 0.066 0.0 0.0 0.0
C -4.758 1.790 -0.032 -0.1 0.0 0.0
C -4.944 3.154 -0.237 0.1 0.0 0.0
C -3.837 3.973 -0.349 0.0 0.0 0.0
C -2.578 3.398 -0.255 0.0 0.1 0.0
N -2.397 2.096 -0.049 0.0 -0.1 0.0
H -5.075 -0.713 0.569 0.0 0.0 0.0
H -6.047 -2.742 -0.173 0.0 0.0 0.0
H -5.732 -5.121 -0.750 0.0 0.0 0.0
H -3.465 -6.110 -0.756 0.0 0.0 0.0
H -1.509 -4.718 -0.158 0.0 0.0 0.0
H -5.624 1.147 0.038 0.0 0.0 0.0
H -5.944 3.561 -0.311 0.0 0.0 0.0
H -3.932 5.037 -0.511 0.0 0.0 0.0
H -1.685 4.003 -0.348 0.0 0.0 0.0
```
Forces are in eV/Å.

***

No. 5
The following is a quantum chemistry calculation of a structure of composition C10H15O10Pb, from OMol25.

Output
Electronic energy (Eh): -1335.37591
Gap between HOMO and LUMO (Eh): 0.261
Total charge: -3
2S+1: 1
Maximum force (eV/Å): 1.2

Structure (XYZ):
```
36
Properties=species:S:1:pos:R:3:forces:R:3
Pb 0.056 0.084 -0.134 -0.2 0.2 0.1
C 4.345 1.044 -1.516 0.4 0.7 0.1
C 2.914 0.508 -1.414 -0.3 -0.4 0.0
O 1.975 1.315 -1.624 0.2 0.1 0.0
O 2.798 -0.691 -1.078 0.0 0.1 -0.1
H 4.370 2.080 -1.868 -0.1 -0.1 0.0
H 4.993 0.452 -2.164 -0.1 -0.3 0.1
H 4.764 1.041 -0.505 0.1 -0.1 -0.1
C -1.620 -3.630 1.965 0.1 -0.4 0.1
C -1.093 -2.446 1.153 0.2 0.2 -0.4
O 0.028 -2.579 0.597 -0.2 -0.2 0.0
O -1.793 -1.412 1.118 -0.1 0.1 0.1
H -2.672 -3.862 1.788 -0.1 0.3 -0.1
H -1.503 -3.373 3.021 0.0 -0.1 0.0
H -1.035 -4.524 1.736 0.1 0.1 0.1
C 1.193 -1.552 3.726 -0.2 -0.3 -0.2
C 1.131 -0.030 3.513 0.1 0.0 0.2
O 1.046 0.656 4.560 0.1 0.0 -0.2
O 1.190 0.367 2.322 -0.1 0.1 0.1
H 0.306 -1.857 4.291 0.0 0.0 0.0
H 2.068 -1.828 4.321 0.0 0.1 0.0
H 1.205 -2.082 2.772 0.1 0.0 0.1
C -2.396 -1.325 -4.052 0.4 0.0 -0.5
C -2.301 -0.568 -2.705 0.7 -0.2 -0.1
O -3.370 -0.288 -2.171 -0.3 0.1 0.2
O -1.109 -0.333 -2.318 -0.4 -0.1 0.1
H -1.485 -1.240 -4.655 0.0 0.2 0.2
H -3.236 -0.916 -4.616 -0.1 -0.2 0.0
H -2.518 -2.401 -3.895 -0.3 0.1 0.2
C -0.829 4.738 -0.435 0.3 -0.3 -1.1
C -1.676 3.481 -0.106 -0.1 0.1 0.2
O -2.915 3.628 -0.143 0.3 -0.1 0.1
O -0.998 2.457 0.185 -0.3 0.0 -0.1
H -0.577 5.326 0.446 -0.1 0.0 0.1
H -1.347 5.351 -1.180 -0.2 0.2 0.3
H 0.089 4.408 -0.937 0.1 0.0 0.4
```
Forces are in eV/Å.

***

No. 6
The following is a quantum chemistry calculation of a structure of composition C9H17NS, from OMol25.

Output
Electronic energy (Eh): -805.75714
Gap between HOMO and LUMO (Eh): 0.301
2S+1: 1
Maximum force (eV/Å): 8.3

Structure (XYZ):
```
28
Properties=species:S:1:pos:R:3:forces:R:3
C 3.966 0.982 -0.505 1.8 0.6 1.1
C 4.304 -0.267 0.296 1.8 -2.4 1.1
C 3.280 -1.436 -0.208 1.9 -1.4 1.4
C 1.813 -1.264 -0.537 -1.4 -2.5 3.3
C 0.773 -0.787 0.636 0.3 -3.1 -0.2
C 0.657 0.608 1.067 -1.5 3.8 2.1
C 0.133 1.443 -0.020 1.3 3.1 -2.5
C -1.267 1.289 -0.617 0.6 -2.2 -4.1
C -3.223 0.109 0.099 -1.3 4.9 0.5
H 4.630 1.788 -0.227 0.5 0.3 0.2
H 4.148 0.874 -1.564 -0.3 -0.4 -0.4
H 3.023 1.427 -0.301 -1.2 -0.2 0.0
H 5.431 -0.699 0.000 -3.0 1.3 0.7
H 4.503 -0.148 1.665 -1.3 -0.2 -4.4
H 3.244 -2.221 0.543 0.5 0.0 0.7
H 3.710 -2.078 -1.053 -0.1 1.5 0.7
H 1.809 -0.736 -1.437 -1.1 0.7 -1.6
H 1.454 -2.412 -0.587 0.7 2.7 -0.9
H -0.286 -1.245 0.283 2.2 1.4 0.9
H 0.968 -1.260 1.649 0.2 -0.6 -1.6
H -0.219 0.622 1.815 1.8 0.1 0.0
H 1.568 1.400 1.379 -1.8 -3.3 0.0
H 0.184 2.670 0.314 0.4 -3.3 -1.3
H 0.977 0.967 -0.850 -2.6 2.8 1.1
H -1.360 2.046 -1.551 -0.2 -1.4 2.5
H -1.375 0.249 -1.111 1.3 1.8 0.0
N -2.459 1.207 0.220 -4.8 -6.7 0.0
S -4.864 -0.859 -0.110 5.5 2.8 0.7
```
Forces are in eV/Å.